{
  "formula": "C11H15NO",
  "method": "the ωB97M-V functional and the def2-TZVPD basis",
  "relative_energy_kcal_mol": 247.0,
  "largest_force_ev_per_a": 9.60,
  "e_lumo_ev": 0.6,
  "homo_energy_ev": -8.41,
  "elements": ["C", "C", "C", "C", "C", "C", "C", "C", "C", "C", "C", "H", "H", "H", "H", "H", "H", "H", "H", "H", "H", "H", "H", "H", "H", "H", "N", "O"],
  "xyz": [[1.692254, 2.654633, -0.178515], [1.284679, 0.375284, -0.062741], [2.235965, -0.378371, 0.446714], [2.349970, -1.711643, 0.442152], [1.475040, -2.378967, -0.516238], [0.575881, -1.650620, -1.105525], [0.459128, -0.281423, -0.879861], [-0.833771, 0.447313, -1.362853], [-1.685410, 1.263298, -0.394727], [-2.123725, -0.111135, -0.551981], [-2.295821, -1.023063, 0.633092], [2.087485, 3.437837, 0.729344], [2.493922, 1.974786, -0.979164], [0.567783, 3.093317, -0.804375], [3.050486, -0.060467, 1.343400], [2.805987, -2.290879, 1.513498], [1.450011, -3.334842, -0.946734], [-0.197971, -1.999411, -1.987687], [-0.932242, 0.701252, -2.354456], [-1.145090, 1.379206, 0.718113], [-2.075013, 2.156233, -0.959093], [-2.935423, -0.225864, -1.397489], [-2.061887, -2.049992, 0.541049], [-3.284038, -1.210075, 0.967419], [-1.532759, -0.885431, 2.707898], [-1.271196, 0.947386, 2.073067], [-1.410703, -0.437021, 1.749911], [1.256459, 1.598669, 0.615784]],
  "forces_ev_per_a": [[-0.8097, 0.4421, -0.9411], [-0.1351, 1.8329, 1.1028], [6.8008, -1.3544, 6.6362], [-0.6546, -4.5443, 1.2153], [2.7764, -0.9648, 2.1377], [-4.1294, 2.4198, -4.6680], [-4.2080, 2.6870, -1.5709], [0.5665, -2.7132, 4.9640], [2.7223, 2.1589, 1.5940], [-2.5786, 0.0275, -4.7179], [1.9491, 2.3620, 2.1036], [-0.6606, -1.6664, -3.4390], [-1.8118, 3.3679, 1.9361], [3.8579, -0.8201, 1.4882], [-2.6336, 0.4228, -2.5571], [-0.8059, 1.6050, -4.0349], [0.7791, -1.9041, 0.6910], [2.1285, 0.3264, 2.4992], [-0.4089, 0.0504, -2.1539], [-1.5345, 0.6018, -3.9559], [-0.2371, -0.9854, 1.3735], [1.1555, 0.0070, 2.1030], [1.6478, -1.0590, -0.6751], [-1.6986, 1.1541, 0.0441], [-0.0875, 0.7715, -1.8966], [-1.4145, -5.6271, -1.1547], [0.7078, 2.1509, 2.6212], [-1.2835, -0.7490, -0.7450]]
}



{
  "formula": "C11H15NO3",
  "method": "the ωB97M-V functional and the def2-TZVPD basis",
  "relative_energy_kcal_mol": 178.9,
  "largest_force_ev_per_a": 3.39,
  "e_lumo_ev": [-0.2, -0.5],
  "homo_energy_ev": [-7.65, -7.61],
  "elements": ["C", "C", "C", "C", "C", "C", "C", "C", "C", "C", "C", "N", "O", "O", "O", "H", "H", "H", "H", "H", "H", "H", "H", "H", "H", "H", "H", "H", "H", "H"],
  "xyz": [[1.809920, 1.768613, 1.320883], [1.616665, 1.799190, 0.004319], [0.959410, 1.056537, 2.187574], [0.694953, 0.686745, 3.405205], [-1.497742, -4.275848, 1.354738], [-0.586098, -3.355192, 1.019560], [-0.875149, -1.979782, 0.822840], [-0.312149, 0.220125, 0.323836], [0.418320, 1.118805, -0.645685], [1.674216, 0.852531, -2.683752], [-1.558936, 1.901231, -1.770577], [0.056802, -1.111062, 0.450378], [1.256674, -1.436679, 0.263546], [0.741261, 0.329844, -1.761507], [-0.394421, 2.224571, -1.035847], [2.657886, 2.286022, 1.758524], [2.256005, 2.366919, -0.651086], [-0.116462, 0.023240, 3.654094], [1.291992, 1.031131, 4.243876], [-1.234139, -5.308426, 1.494105], [-2.534742, -4.017885, 1.494588], [0.450768, -3.626103, 0.872271], [-1.880421, -1.610731, 0.950375], [-1.328325, 0.473597, 0.572772], [1.538462, 0.271123, -3.595678], [2.698945, 0.718381, -2.323651], [1.481419, 1.910076, -2.891092], [-1.360686, 1.102570, -2.489842], [-1.843445, 2.810016, -2.298609], [-2.379023, 1.596983, -1.111473]],
  "forces_ev_per_a": [[0.6279, 0.4587, -0.5558], [-0.1808, -0.1452, 0.1471], [-2.2200, -1.4603, -2.1027], [0.1864, 0.1599, 0.2950], [0.0850, 0.2643, -0.0614], [0.3493, -0.4823, 0.0560], [-0.3909, 0.2158, -0.0446], [1.4179, 2.0300, 2.2349], [0.1523, 0.0005, -0.1096], [0.0151, 0.0259, -0.0463], [-0.0733, -0.1013, -0.1221], [-0.4901, -0.8164, 0.1362], [0.5375, -0.0964, -0.0318], [-0.2145, 0.0268, 0.1955], [0.2650, -0.1410, 0.2726], [0.1036, 0.1131, -0.0161], [0.1559, 0.1018, -0.0270], [-0.2313, -0.1569, -0.0881], [0.1476, 0.0532, 0.0379], [0.1145, -0.1838, 0.0080], [-0.2170, 0.0821, 0.0327], [0.0397, -0.0805, 0.0124], [-0.0082, 0.1774, -0.0501], [-0.1359, -0.1764, -0.0854], [0.0793, 0.1054, 0.0184], [-0.0474, 0.0351, -0.0386], [0.0462, -0.0485, -0.0514], [-0.0624, 0.0826, 0.0129], [-0.0648, -0.0652, 0.0061], [0.0135, 0.0216, -0.0347]]
}



{
  "formula": "C11H15NOS",
  "method": "the ωB97M-V functional and the def2-TZVPD basis",
  "relative_energy_kcal_mol": 119.5,
  "largest_force_ev_per_a": 4.66,
  "e_lumo_ev": 0.5,
  "homo_energy_ev": -8.78,
  "elements": ["C", "C", "C", "C", "C", "C", "C", "C", "C", "C", "C", "N", "O", "S", "H", "H", "H", "H", "H", "H", "H", "H", "H", "H", "H", "H", "H", "H", "H"],
  "xyz": [[0.187785, 2.579633, -1.193264], [-0.771697, 2.206933, -0.275363], [1.483022, 2.138730, -1.018208], [-0.377413, 1.556031, 0.857030], [1.835516, 1.238577, -0.027424], [0.860942, 0.947110, 0.923880], [-0.773406, -1.397470, -0.732445], [-1.279301, -1.776580, 0.371706], [0.735305, -1.614746, -0.897775], [-1.623714, -1.142968, -1.920547], [-1.475873, -2.315977, 1.549223], [1.626689, 1.133761, 3.353042], [2.034034, -1.127887, 2.191650], [0.998667, -0.098783, 2.372803], [-0.118557, 3.211336, -2.097330], [-1.803352, 2.517637, -0.426529], [2.320681, 2.502132, -1.780236], [-1.074634, 1.633598, 1.710300], [2.782398, 0.698525, 0.027182], [1.034882, -1.914806, 0.178422], [0.827613, -2.446059, -1.611041], [1.439414, -0.873563, -1.186276], [-1.284187, -0.269732, -2.459392], [-1.641483, -2.102739, -2.646967], [-2.676730, -1.071143, -1.689829], [1.572754, 2.016459, 2.957894], [-1.692561, -3.402784, 1.518603], [-1.853895, -1.825376, 2.327899], [1.253528, 1.236673, 4.338949]],
  "forces_ev_per_a": [[-0.5671, 0.6989, -1.7503], [-0.4118, 1.1140, -0.5836], [2.7904, 0.8642, -2.4341], [-1.0154, 0.0333, 0.9417], [-0.3789, -0.6359, 0.6720], [0.1327, 0.6474, 0.4108], [1.1549, 0.2743, -2.1168], [0.0421, -0.5121, 2.4407], [-0.5638, -1.7709, 2.3084], [-0.4227, -2.1663, -1.9005], [-0.3839, -2.7931, -3.7115], [-0.2504, -0.9645, 2.5998], [0.0570, 0.5127, -0.1869], [0.0124, -0.5027, 0.6360], [0.6759, -0.9901, 1.4406], [0.1862, 0.0746, 0.2583], [-1.9386, -0.9339, 1.6852], [0.3672, -0.9617, -0.4029], [-0.0901, 0.4640, -0.0959], [0.1305, 0.0306, -2.0409], [0.2100, -0.0377, 0.3501], [-0.1338, 1.1234, -0.5303], [-0.0346, 0.1438, -0.3860], [0.5532, 2.1288, 1.3470], [-0.2293, 0.4274, 0.3324], [0.1549, 1.9150, -1.1767], [0.4352, 0.5259, 0.2789], [-0.9104, 2.1383, 3.2971], [0.4283, -0.8477, -1.6826]]
}



{
  "formula": "C11H15NPS",
  "method": "the ωB97M-V functional and the def2-TZVPD basis",
  "relative_energy_kcal_mol": 0.0,
  "smiles": "C=C(C)c1ccc(S)c(CC(=[NH2+])P)c1",
  "largest_force_ev_per_a": 4.45,
  "e_lumo_ev": -4.8,
  "total_charge": 1,
  "homo_energy_ev": -11.34,
  "elements": ["C", "C", "C", "C", "C", "C", "C", "S", "C", "C", "C", "N", "P", "C", "H", "H", "H", "H", "H", "H", "H", "H", "H", "H", "H", "H", "H", "H", "H"],
  "xyz": [[0.156011, 3.510976, -2.398773], [-0.612738, 2.613461, -1.760762], [-2.093673, 2.720380, -1.718170], [-0.136080, 1.299568, -1.169960], [0.968047, 0.719440, -1.814940], [1.514176, -0.454913, -1.344184], [1.170609, -0.928964, -0.082555], [2.266563, -2.092989, 0.786896], [0.186568, -0.238620, 0.701573], [-0.147020, -0.703200, 2.085019], [-0.218447, -2.133247, 2.375264], [-0.950990, -2.957480, 1.596363], [0.589066, -2.964106, 3.771376], [-0.500675, 0.808314, 0.062906], [-0.356115, 4.486998, -2.653835], [1.158092, 3.299535, -2.642270], [-2.537400, 3.262361, -2.652383], [-2.598395, 1.763807, -1.787988], [-2.273431, 3.192302, -0.773659], [1.265364, 0.954695, -2.868291], [2.320663, -0.875077, -1.919141], [2.425276, -2.815594, -0.319848], [0.659427, -0.353369, 2.593280], [-0.996117, -0.161206, 2.481436], [-1.043779, -3.964771, 1.841563], [-1.573600, -2.766511, 0.731940], [1.904189, -2.385393, 3.321558], [0.728087, -4.071661, 2.971360], [-1.273675, 1.235265, 0.586223]],
  "forces_ev_per_a": [[-2.3277, 0.3486, 0.7193], [-0.0583, -1.2382, -0.8768], [-0.9359, 1.2215, -1.8304], [2.3092, 1.7310, -1.3129], [-0.8476, -1.2556, -1.5474], [0.3148, 0.4483, 0.6095], [0.1014, 0.8786, 1.8153], [-0.5857, 0.4707, -1.0658], [0.0022, -1.2872, -3.1513], [-0.8138, 0.4053, -1.1943], [-2.2335, -2.7869, -2.6594], [-0.8156, 0.2727, -0.1213], [1.5069, 1.4374, 0.3073], [1.3579, -1.3410, 0.0608], [0.9603, -1.3294, -0.1804], [1.2059, 0.3037, 0.0875], [0.9269, -0.3414, 2.0302], [0.1530, -0.3487, 0.4125], [-1.1823, 0.4804, 0.4207], [-0.3525, 0.4402, 1.2565], [0.1464, -0.4259, 0.0615], [0.2755, -0.3867, -0.0145], [2.3191, 1.0754, 2.3117], [-0.5104, -0.0957, 0.1331], [0.4136, 1.1491, -0.0703], [1.6781, 0.5699, 1.9454], [-1.4458, -0.6698, 0.8620], [0.2610, -0.8970, -0.1281], [-1.8231, 1.1704, 1.1196]]
}